C17H30Cl3MoNO3P2 | ωB97M-V/def2-TZVPD

The charge is +2. For the HOMO-LUMO gap (alpha / beta), the calculation gives 0.243 / 0.252 Ha. The energy is -83731.5090 eV.

Last column: natural (NBO) charge in e.
CARTESIAN COORDINATES (ANGSTROEM)
1 Mo -0.02 0.03 -0.55  1.0655
2 P -0.18 -2.84 -0.13  1.2771
3 P 0.01 2.61 -0.33  1.0280
4 N 1.74 -0.28 -0.27  -0.3917
5 H -0.40 -1.40 0.47  0.0272
6 C 0.28 -3.50 -1.72  -0.9724
7 H 0.17 -4.60 -1.65  0.2964
8 H 1.32 -3.22 -2.00  0.2908
9 H -0.38 -3.13 -2.53  0.2823
10 C -1.81 -3.47 0.32  -0.9537
11 H -1.75 -4.57 0.31  0.2807
12 H -2.53 -3.07 -0.41  0.2718
13 H -2.08 -3.04 1.29  0.2967
14 C 1.03 -2.96 1.22  -0.9520
15 H 1.09 -4.01 1.49  0.2737
16 H 0.67 -2.34 2.06  0.3041
17 H 2.00 -2.56 0.90  0.2750
18 C 0.60 3.51 -1.81  -0.9304
19 H 0.76 4.56 -1.54  0.2596
20 H -0.14 3.39 -2.61  0.2748
21 H 1.55 3.05 -2.10  0.2466
22 C -1.55 3.44 0.09  -0.9392
23 H -1.34 4.52 0.12  0.2642
24 H -1.92 3.09 1.06  0.2727
25 H -2.29 3.23 -0.70  0.2594
26 C 1.16 3.17 0.98  -0.9450
27 H 1.14 4.27 1.04  0.2686
28 H 2.18 2.83 0.76  0.2525
29 H 0.86 2.74 1.94  0.2558
30 C 2.90 -0.17 0.39  -0.0135
31 C 5.37 -0.18 0.42  -0.2096
32 C 4.16 -0.17 -0.29  -0.1393
33 C 2.93 0.03 1.81  -0.1961
34 C 4.13 0.02 2.52  -0.1426
35 C 5.35 -0.08 1.82  -0.1319
36 H 6.33 -0.26 -0.13  0.2576
37 H 4.11 -0.17 -1.38  0.2348
38 H 1.97 0.16 2.32  0.2331
39 H 4.13 0.09 3.62  0.2445
40 H 6.30 -0.07 2.37  0.2496
41 C -2.44 0.66 -2.80  0.6468
42 O -1.41 1.39 -2.65  -0.6472
43 C -2.31 -0.54 -3.68  -0.7245
44 H -3.11 -1.27 -3.50  0.2411
45 H -1.36 -1.02 -3.38  0.2172
46 H -2.17 -0.32 -4.77  0.2934
47 C -3.52 0.75 -1.74  -0.7520
48 H -4.28 1.53 -1.84  0.2907
49 H -3.03 0.88 -0.74  0.2661
50 H -3.97 -0.25 -1.69  0.2353
51 Cl -3.62 -0.55 4.42  0.0949
52 C -3.44 -0.01 2.74  -0.1998
53 Cl -4.34 -1.17 1.68  -0.0019
54 Cl -4.07 1.67 2.57  0.0422
55 C -1.90 -0.11 2.22  0.7685
56 O -1.07 -0.72 2.88  -0.6251
57 O -1.83 0.44 1.06  -0.7717